Below is a 2-piece molecular cluster, C5H12N2 overall at a distorted geometry, with properties calculated with wB97M-V/def2-TZVPD.

As for the energy above the lowest of the compared OMol25 structures with the same formula, charge and spin: 52.9 kcal/mol. As for the charge: +1. The value obtained for the HOMO-LUMO gap (alpha / beta) is 9.00 / 5.04 eV. As for the multiplicity: 2. Its expectation value of S² is 0.75.

Positions of all 19 atoms, in Å:
N (3.00137, 0.10549, 0.82065)
C (2.22320, 1.09511, 1.47385)
N (0.96526, 1.06524, 1.42623)
H (3.48178, -0.46208, 1.51227)
H (3.75037, 0.55860, 0.31153)
H (2.80546, 1.85320, 2.00984)
H (0.60247, 1.85381, 1.95655)
C (-2.20774, -0.87801, -0.73416)
C (-1.01919, -0.30295, -1.16944)
C (-0.52773, -0.38486, -2.55048)
C (-2.74503, -0.76725, 0.62660)
H (-2.79840, -1.43889, -1.45667)
H (-0.40619, 0.23370, -0.44338)
H (-0.43777, 0.62188, -2.97422)
H (0.49196, -0.78865, -2.54611)
H (-1.16787, -1.00224, -3.17613)
H (-2.04048, -0.26813, 1.29082)
H (-2.97884, -1.75182, 1.04292)
H (-3.68211, -0.19790, 0.61083)

Force components x, y, z for each atom (eV/Å):
-0.0839 -0.1829 -0.2206
0.4837 -0.0944 0.0332
-0.1809 0.1103 -0.0851
-0.1248 -0.1635 0.0593
0.1285 0.0927 -0.0855
-0.3120 0.1850 0.0445
-0.1143 0.0315 0.0809
-1.1545 -0.5042 0.4074
1.1087 0.5081 -0.4721
-0.4431 -0.3809 0.3389
0.8186 0.2743 0.0535
0.0769 0.0251 -0.0321
0.0098 -0.0058 0.1459
0.0620 0.0804 0.0436
0.0706 0.0936 0.0559
0.0350 0.0693 -0.1100
-0.0469 0.0432 0.0013
-0.1888 -0.0725 -0.1716
-0.1447 -0.1092 -0.0876


Below is an isolated ion of composition H4OPS2 and charge +1, with properties calculated with wB97M-V/def2-TZVPD.

As for the charge: +1. The value obtained for the HOMO-LUMO gap is 10.79 eV.

Positions of all 8 atoms, in Å:
O (1.51871, -0.48336, -0.40923)
P (0.27638, -0.14674, 0.49600)
S (-0.30120, 1.80114, 0.35432)
S (-1.19394, -1.54238, 0.36016)
H (1.76042, 0.14952, -1.10451)
H (0.73058, -0.29259, 1.80241)
H (-1.10654, 1.58373, -0.70039)
H (-1.68441, -1.06932, -0.79877)

Force components x, y, z for each atom (eV/Å):
-0.1530 0.1092 -0.0989
0.1808 -0.1171 0.0699
-0.0168 0.1826 -0.0155
-0.0563 -0.0850 0.0373
0.0420 -0.0742 0.0659
0.0108 -0.0126 0.0285
-0.0319 -0.0258 -0.0209
0.0244 0.0229 -0.0663


Below is a 2-piece molecular cluster, C6H18NOSi overall at a distorted geometry, with properties calculated with wB97M-V/def2-TZVPD.

As for the energy above the lowest of the compared OMol25 structures with the same formula, charge and spin: 84.0 kcal/mol. As for the charge: +1. The value obtained for the HOMO-LUMO gap is 7.74 eV.

Positions of all 27 atoms, in Å:
C (0.33088, -4.65159, 0.31184)
C (-1.84559, 0.47465, -1.67460)
C (1.71271, 0.95737, 0.05364)
C (0.05532, -3.31756, -0.30516)
C (1.19887, -2.33971, -0.07254)
C (-1.29603, 4.38176, 1.11395)
N (0.10130, 3.87348, 1.03102)
O (-0.65373, -0.12861, -1.12213)
Si (0.64768, -0.48268, -0.33009)
H (0.61153, -5.45905, -0.39038)
H (1.27296, -4.52869, 0.84580)
H (-0.42731, -5.01202, 1.06987)
H (-2.43661, 1.01861, -0.88173)
H (-2.42086, -0.28488, -2.15965)
H (-1.55117, 1.33111, -2.34736)
H (1.79500, 0.84310, 1.11589)
H (2.67686, 0.76181, -0.46302)
H (-1.81685, 3.80016, 1.92912)
H (-0.17737, -3.38503, -1.39158)
H (-0.84024, -2.93939, 0.17625)
H (1.88985, -2.56769, -0.84765)
H (1.69507, -2.67223, 0.79166)
H (-1.34265, 5.53376, 1.45549)
H (-1.80180, 4.45825, 0.13439)
H (0.62993, 4.00293, 1.89901)
H (0.63415, 4.34091, 0.24875)
H (1.35810, 1.99123, -0.19083)

Force components x, y, z for each atom (eV/Å):
0.8280 -1.6425 0.9005
0.2629 2.3841 0.5843
-0.0272 0.1230 -1.1217
-1.6909 0.5044 -0.8677
-1.7404 1.2997 -1.3482
0.4574 2.5684 1.6818
0.2816 0.4189 -1.4203
-0.3382 -0.5347 0.2598
0.4579 -0.3841 -0.5133
-0.6962 0.3744 0.1383
-0.0115 -0.3246 0.5320
0.7459 0.4030 -1.1363
0.6767 -1.0993 -0.4626
-0.2420 -0.2853 -0.2875
-0.0725 -1.3115 0.3343
0.6869 0.2980 0.8803
-0.2654 0.0856 0.6057
0.1765 0.5526 -1.3183
0.0891 0.0330 0.6963
-0.3396 0.1976 -0.1034
1.0568 0.3528 -0.9451
0.6877 0.6767 1.6562
0.1685 -2.3756 -0.4449
0.2460 -0.8699 0.5168
-0.4625 0.1882 -0.4807
-0.8552 -0.4797 1.4157
-0.0804 -1.1530 0.2478


Below is C29H53BIrO2P2 as an isolated structure at a distorted geometry, with properties calculated with wB97M-V/def2-TZVPD.

As for the energy above the lowest of the compared OMol25 structures with the same formula, charge and spin: 96.4 kcal/mol. As for the charge: +1. The value obtained for the HOMO-LUMO gap (alpha / beta) is 6.53 / 3.02 eV. As for the multiplicity: 5. Its expectation value of S² is 6.01.

Positions of all 88 atoms, in Å:
Ir (-0.72140, 1.75945, -4.29214)
C (-0.76532, -1.81626, 0.90359)
C (0.47911, -1.77176, 0.20191)
C (0.67787, -0.54168, 2.13977)
C (-0.65230, -1.01612, 2.06894)
C (1.39531, -1.01636, 1.00435)
C (-1.99366, -2.53316, 0.50358)
H (-1.76304, -3.41698, -0.09768)
H (-2.68912, -1.86898, -0.08821)
H (-2.55799, -2.85473, 1.38871)
C (-1.71324, -0.78672, 3.07365)
H (-2.30796, -1.69502, 3.22964)
H (-2.40960, 0.01533, 2.78192)
H (-1.26573, -0.50575, 4.03289)
C (1.29662, 0.17428, 3.27293)
H (1.72127, -0.54037, 3.99952)
H (0.56164, 0.79820, 3.80235)
H (2.12058, 0.81762, 2.93768)
C (2.83412, -0.81818, 0.79540)
H (3.26114, -0.20949, 1.60576)
H (3.06704, -0.29058, -0.16521)
H (3.36227, -1.78626, 0.79600)
C (0.78145, -2.44547, -1.07324)
H (0.99169, -3.51791, -0.92472)
H (1.65956, -1.99439, -1.55123)
H (-0.05661, -2.37209, -1.78487)
C (-1.15026, 2.53988, -5.94017)
C (-1.93389, 1.28222, -5.70141)
C (-1.49417, 0.01183, -6.34703)
C (-0.12238, -0.56864, -5.76868)
C (0.38538, 0.19768, -4.58764)
C (1.07495, 1.53700, -4.80015)
C (1.35686, 1.97054, -6.23422)
C (0.03309, 2.55964, -6.88305)
H (-1.41396, 0.12551, -7.42596)
H (0.61120, -0.65356, -6.58452)
H (-2.25497, -0.74644, -6.16017)
H (-0.24458, 2.01423, -7.78736)
H (-1.65288, 3.47220, -5.78805)
H (-3.01608, 1.48074, -5.59193)
H (0.24976, 3.60632, -7.16852)
H (2.13373, 2.77448, -6.28362)
H (1.74615, 1.80548, -4.03001)
H (1.74654, 1.11411, -6.80158)
H (-0.32677, -1.59608, -5.42743)
H (0.92016, -0.35653, -3.81297)
P (-2.98879, -0.44755, -1.51054)
C (-4.38699, 0.57730, -2.06597)
C (-3.49331, -1.70418, -2.73626)
P (3.61303, 0.52378, -1.98524)
C (-1.40551, 3.10896, -2.89391)
C (5.33928, 0.13622, -2.39964)
C (3.71319, 2.28030, -1.51976)
H (-4.55198, 1.37878, -1.34217)
H (-5.18917, -0.16775, -2.00570)
H (-4.29975, 0.95670, -3.10519)
H (-2.96647, -1.73732, -3.68732)
H (-4.56449, -1.52717, -2.89629)
H (-3.34333, -2.61813, -2.15200)
H (3.22616, 2.81537, -2.35076)
H (4.75230, 2.60831, -1.41413)
H (3.13359, 2.49939, -0.60812)
H (-2.48560, 3.25252, -3.08717)
H (-0.85964, 3.93003, -3.38896)
H (5.71330, -0.54976, -1.62899)
H (5.93775, 1.04735, -2.48208)
H (5.25439, -0.38688, -3.36618)
C (0.34615, 5.45509, 0.07516)
C (0.06426, 3.96820, 0.32620)
C (1.10648, 3.44265, 1.30584)
O (0.25083, 3.25892, -0.92216)
B (-1.02402, 3.04270, -1.41220)
O (-2.03086, 3.10924, -0.47311)
C (-1.47036, 3.68493, 0.71972)
C (-1.62865, 2.66529, 1.84788)
C (-2.30032, 4.93487, 1.03899)
H (0.31459, 6.01941, 1.01565)
H (-0.36344, 5.91929, -0.62270)
H (1.35393, 5.57064, -0.34228)
H (2.12293, 3.62059, 0.93018)
H (1.02826, 3.96471, 2.27141)
H (1.01036, 2.36269, 1.48378)
H (-1.29214, 3.06380, 2.81318)
H (-2.69070, 2.41475, 1.95528)
H (-1.09583, 1.72713, 1.65063)
H (-2.35504, 5.65036, 0.20322)
H (-3.33541, 4.64607, 1.26447)
H (-1.91898, 5.46408, 1.92690)

Force components x, y, z for each atom (eV/Å):
-1.7196 1.9448 11.8690
-0.3706 0.1968 -0.2850
-0.0031 0.0085 0.3735
0.4215 -0.1815 0.0560
-0.1538 -0.0665 -0.0434
-0.4509 -0.0349 0.0345
-0.2346 -0.4960 0.1397
-0.0375 0.1165 0.0009
0.7869 -0.6858 0.8663
0.1349 0.0305 -0.1863
-0.0986 -0.0572 0.4037
0.0857 0.2029 -0.0580
0.2270 -0.2057 -0.0616
-0.1810 -0.0088 -0.1491
-0.0054 0.5161 0.3463
-0.1539 0.1454 -0.2008
0.2684 -0.1961 -0.1295
-0.2625 -0.1464 0.1510
0.5268 0.1743 0.4409
-0.0913 -0.2814 -0.2666
-0.3250 -0.6432 0.6271
-0.1256 0.2391 -0.1827
0.1449 0.0061 -0.5795
-0.0863 0.2369 0.0439
-0.1413 -0.1179 0.1209
0.1656 -0.0302 0.2993
-0.7775 -0.3960 -2.8696
0.0268 1.4248 -2.3550
0.5189 -1.3505 -0.1048
-0.7364 -0.8029 -0.7484
3.3779 -0.6514 -2.2157
1.2259 -3.5276 -3.9724
0.0969 1.0677 -0.2339
0.8518 0.4542 -0.3583
-0.0591 -0.0387 -0.2485
-0.1221 0.0132 0.1364
-0.0994 -0.0226 -0.1454
0.2097 0.0394 -0.1257
-0.4665 0.6687 -0.3995
0.4151 -0.5174 0.4081
-0.2341 -0.5221 -0.0101
-0.5143 -0.7161 0.1588
0.6874 0.4950 1.0673
-0.1628 0.2700 0.0106
0.0872 0.1956 -0.2715
-0.7459 -0.0094 0.3891
-0.0961 1.5185 -1.6268
-0.1440 0.7889 0.7058
0.0958 -0.8272 0.7657
-0.3602 0.2134 -0.6506
-1.8443 0.8084 -1.0008
-0.3193 -0.2225 -0.2985
-0.2308 0.3228 -0.0056
-0.1806 0.1890 -0.3941
-0.3435 0.7834 -0.0198
0.0203 -0.2079 0.6045
0.1827 0.0051 0.0628
0.4776 -0.6557 -0.2841
-0.1464 -0.5326 -0.7590
0.2035 0.2178 0.3598
-0.2716 0.0824 0.0359
0.2129 -0.0604 -0.3773
0.3402 0.4247 0.6134
-0.0692 0.2302 0.2202
0.2929 0.1350 -0.3211
0.1074 -0.3594 -0.0217
0.5650 0.0692 0.3416
0.0351 0.1109 -0.0434
0.0621 0.1761 0.1788
0.0360 -0.0779 0.4631
-0.4673 0.1258 0.3685
-0.6733 0.4854 -0.9216
0.5195 0.0447 0.5017
0.1889 -0.0703 0.1742
-0.1333 -0.0707 0.2199
-0.0485 0.2735 0.2052
-0.0504 -0.1180 -0.1777
0.1814 -0.2560 0.1420
-0.1978 -0.1065 0.0532
-0.3294 0.0896 -0.0438
-0.0109 -0.1865 -0.2077
-0.0816 0.2674 -0.1085
0.0199 -0.0296 -0.1831
0.1218 0.1024 -0.0921
0.0102 0.2369 -0.1325
0.1824 -0.3925 0.2724
0.2671 -0.0996 -0.0726
-0.0245 -0.1684 -0.2882


no.,molar mass (g/mol)
1,100.16
2,115.14
3,148.30
4,698.72